Below is a structure of composition C27H30BrGeN4O2S4SbW, with properties calculated with the ωB97M-V functional and the def2-TZVPD basis.

Orbital gap (alpha / beta) ... 0.20993 / 0.21002 Eh
Max |F| ... 0.5 eV Å⁻¹
Calculated total energy ... -216805.8628 eV
LUMO (alpha / beta) ... -1.68 / -1.68 eV

```
! wB97M-V def2-TZVPD RIJCOSX def2/J DEFGRID3
* xyz 0 1
W -0.563 -1.278 -0.387
C 3.370 -1.092 3.118
O 2.170 -0.425 2.787
C 1.995 0.821 3.308
C 2.916 1.464 4.116
C 2.619 2.733 4.599
Br 3.887 3.593 5.716
C 1.451 3.374 4.276
C 0.526 2.737 3.443
C 0.780 1.450 2.985
O -0.071 0.760 2.178
C -0.685 3.477 3.063
N -1.187 4.456 3.768
C -2.274 4.904 3.042
C -3.178 5.928 3.322
C -4.193 6.156 2.415
C -4.322 5.384 1.249
C -3.439 4.364 0.955
C -2.414 4.144 1.870
N -1.384 3.238 1.908
H 3.456 -1.246 4.197
H 4.247 -0.545 2.761
H 3.327 -2.062 2.627
H 3.850 0.993 4.382
H 1.223 4.365 4.638
H -1.001 0.805 2.470
H -3.079 6.515 4.225
H -4.913 6.942 2.605
H -5.139 5.589 0.569
H -3.549 3.760 0.064
H -1.165 2.534 1.217
N 0.794 -3.057 -0.770
C 0.130 -4.040 -1.596
C 0.564 -5.326 -1.761
C -0.101 -6.177 -2.663
C -1.139 -5.711 -3.419
C -1.589 -4.380 -3.275
C -2.600 -3.802 -4.081
C -2.937 -2.499 -3.895
C -2.334 -1.765 -2.858
N -1.403 -2.272 -2.064
C -0.980 -3.566 -2.304
H 1.029 -3.419 0.147
H 1.655 -2.751 -1.217
H 1.426 -5.687 -1.213
H 0.241 -7.198 -2.771
H -1.626 -6.347 -4.147
H -3.075 -4.403 -4.846
H -3.696 -2.006 -4.484
H -2.602 -0.733 -2.695
S -3.656 0.262 2.385
Sb -3.314 -0.487 0.311
S -1.615 0.876 -0.706
S -1.149 -2.110 1.496
S -4.772 -1.486 -1.055
C 3.133 1.286 -2.872
Ge 2.284 -0.400 -2.367
C 1.272 -1.080 -3.910
C 3.725 -1.701 -1.974
C 1.152 -0.071 -0.784
H 3.800 1.146 -3.724
H 3.713 1.681 -2.038
H 2.380 2.026 -3.143
H 1.909 -1.055 -4.796
H 0.395 -0.463 -4.112
H 0.936 -2.111 -3.779
H 4.484 -1.634 -2.755
H 3.422 -2.752 -1.944
H 4.202 -1.461 -1.023
H 0.888 0.986 -0.890
H 1.791 -0.147 0.107
*
```

---

Below is a structure of composition C27H30BrN5O4SiW, with properties calculated with the ωB97M-V functional and the def2-TZVPD basis.

Orbital gap ... 0.20348 Eh
Max |F| ... 2.3 eV Å⁻¹
Calculated total energy ... -123860.2403 eV
LUMO ... -8.56 eV

```
! wB97M-V def2-TZVPD RIJCOSX def2/J DEFGRID3
* xyz 2 1
W 0.021 0.045 -0.411
C 0.241 2.622 -3.999
C 0.463 2.316 -2.561
O 0.162 1.125 -2.182
C 1.020 3.261 -1.697
C 1.377 2.935 -0.398
C 2.208 3.836 0.443
N 0.967 1.734 0.036
N 1.437 1.180 1.222
C 1.934 -0.041 1.026
O 1.839 -0.567 -0.193
C 2.552 -0.750 2.134
C 2.883 -0.038 3.295
C 3.510 -0.684 4.340
C 3.803 -2.040 4.243
C 3.469 -2.751 3.098
C 2.846 -2.112 2.042
H -0.194 1.762 -4.502
H 1.188 2.885 -4.473
H -0.422 3.482 -4.106
H 1.285 4.238 -2.076
H 1.664 4.765 0.623
H 3.122 4.100 -0.088
H 2.452 3.374 1.395
H 2.658 1.019 3.353
H 3.780 -0.130 5.229
H 4.301 -2.542 5.062
H 3.700 -3.805 3.029
H 2.586 -2.670 1.153
C -2.987 2.531 -0.324
C -3.070 1.258 -1.104
C -4.129 0.972 -1.928
C -4.125 -0.205 -2.689
C -3.038 -1.039 -2.667
C -1.963 -0.695 -1.840
N -2.035 0.388 -0.988
N -0.742 -1.248 -1.760
Si 0.139 -2.599 -2.553
C -0.898 -3.634 -3.707
C 1.585 -1.647 -3.322
C 0.787 -3.589 -1.090
H -3.671 2.523 0.526
H -3.269 3.375 -0.953
H -1.972 2.685 0.026
H -4.957 1.663 -1.990
H -4.971 -0.431 -3.325
H -2.976 -1.921 -3.288
H -1.201 -3.100 -4.609
H -1.790 -4.021 -3.211
H -0.309 -4.498 -4.023
H 1.348 -1.236 -4.306
H 2.461 -2.287 -3.447
H 1.873 -0.822 -2.678
H -0.009 -4.034 -0.491
H 1.363 -2.930 -0.452
H 1.448 -4.398 -1.409
Br -0.817 3.451 2.262
C -1.328 1.751 2.885
C -1.911 1.707 4.146
C -2.216 0.480 4.698
C -1.902 -0.660 3.973
C -1.355 -0.507 2.720
N -1.089 0.676 2.131
C -0.908 -1.708 1.948
O -0.918 -2.823 2.355
O -0.478 -1.354 0.729
H -2.103 2.627 4.677
H -2.664 0.407 5.679
H -2.053 -1.658 4.361
*
```

---

Below is an isolated molecule of C27H30N2O6S2, with properties calculated with the ωB97M-V functional and the def2-TZVPD basis.

Orbital gap ... 0.21626 Eh
Max |F| ... 4.3 eV Å⁻¹
Calculated total energy ... -65417.3992 eV
LUMO ... -0.58 eV

```
! wB97M-V def2-TZVPD RIJCOSX def2/J DEFGRID3
* xyz 0 1
C 4.880 4.223 0.624
O 3.435 4.253 0.553
C 2.775 3.094 0.289
C 3.399 1.952 -0.268
C 2.658 0.799 -0.463
C 1.353 0.700 0.038
C 0.590 -0.627 -0.099
C 1.187 -1.620 0.891
S 1.007 -3.344 0.781
O 0.177 -3.818 1.872
O 0.685 -3.711 -0.586
C 2.658 -3.970 1.106
C 3.028 -3.817 2.565
C 2.486 -2.560 3.205
S 2.387 -1.183 2.061
O 3.682 -1.084 1.408
O 1.870 -0.072 2.844
C 0.786 1.800 0.684
C 1.419 3.025 0.688
H 5.171 5.257 0.809
H 5.208 3.587 1.458
H 5.322 3.875 -0.321
H 4.462 1.946 -0.515
H 3.093 -0.050 -0.987
H 0.825 -1.074 -1.087
H 2.571 -5.021 0.812
H 3.346 -3.465 0.420
H 2.667 -4.685 3.126
H 4.118 -3.819 2.653
H 1.489 -2.699 3.632
H 3.168 -2.169 3.970
H -0.166 1.706 1.208
H 0.923 3.914 1.072
C -2.968 3.127 -4.973
N -2.723 3.407 -3.569
C -2.465 4.796 -3.246
C -2.383 2.409 -2.695
C -1.865 1.177 -3.151
C -1.246 0.339 -2.251
N -1.435 0.499 -0.909
C -0.835 -0.495 0.033
C -1.549 -1.810 -0.286
C -2.242 -2.516 0.829
C -2.439 -3.894 0.668
C -3.152 -4.604 1.621
C -3.679 -3.944 2.742
C -3.492 -2.566 2.891
C -2.780 -1.843 1.936
O -1.641 -2.231 -1.426
C -2.104 1.582 -0.446
C -2.502 2.585 -1.292
H -3.657 2.280 -5.088
H -3.427 4.011 -5.422
H -2.039 2.904 -5.519
H -2.467 4.942 -2.164
H -1.491 5.120 -3.644
H -3.233 5.428 -3.701
H -1.868 0.898 -4.202
H -0.674 -0.528 -2.572
H -1.065 -0.156 1.046
H -2.033 -4.382 -0.220
H -3.275 -5.678 1.493
H -4.200 -4.516 3.513
H -3.894 -2.038 3.756
H -2.649 -0.767 2.025
H -2.243 1.638 0.639
H -2.946 3.480 -0.859
*
```